27
Properties=species:S:1:pos:R:3:forces:R:3:nbo_charge:R:1 method="wB97M-V/def2-TZVPD" relative_energy_kcal_mol=37.0 fmax_ha_per_bohr=0.03268 smiles=O.O.O.O.O.O.O.O.O homo_ev=-11.22 lumo_energy_ev=0.09
O -0.8216 0.5095 -2.0725 0.305 -0.317 -0.081 -0.973
H -1.3358 -0.3127 -1.9734 0.117 0.347 0.253 0.494
H -0.0239 0.2397 -2.5552 -0.354 0.270 0.055 0.474
O 1.5652 -1.4715 -1.3620 0.254 0.402 -0.233 -0.969
H 1.6810 -0.5384 -1.6289 -0.011 -0.507 0.348 0.488
H 0.6188 -1.6286 -1.2798 -0.154 0.072 0.029 0.482
O -2.4666 -1.5964 1.8944 -0.418 0.247 1.365 -0.997
H -1.8334 -0.9002 1.6532 0.225 0.141 0.067 0.502
H -2.7015 -1.4115 2.8449 0.339 -0.317 -1.615 0.483
O 1.2650 -2.0092 1.4612 -0.024 1.275 0.505 -0.953
H 0.9898 -2.8055 1.8701 -0.396 -1.181 0.534 0.485
H 1.7858 -2.2165 0.7015 0.581 -0.219 -1.005 0.503
O 2.2355 1.8001 -1.2801 -0.405 0.213 -0.257 -0.953
H 2.2214 1.5821 -0.3474 0.099 -0.385 0.343 0.471
H 1.6297 2.5554 -1.3256 0.186 -0.111 -0.184 0.478
O -1.8424 -1.9329 -0.9744 -0.246 -0.038 -0.251 -0.990
H -2.3355 -2.1560 -1.7797 -0.058 -0.199 0.567 0.479
H -2.4393 -2.0497 -0.2066 0.294 0.087 -0.369 0.521
O -1.0002 3.2961 -0.3294 0.093 -0.752 0.261 -0.943
H -0.6735 2.5038 -0.7823 -0.158 0.173 -0.311 0.472
H -1.4851 2.8781 0.3990 0.049 0.411 -0.037 0.471
O 1.8477 1.8843 1.9155 -0.497 -0.604 0.471 -0.949
H 0.9859 1.7164 1.4979 0.185 -0.053 0.117 0.493
H 2.3846 2.3788 1.3164 0.386 0.761 -0.397 0.454
O -0.2620 0.1280 1.0300 -0.170 0.213 0.177 -1.026
H -0.3574 0.1603 0.0693 0.032 -0.147 -0.087 0.486
H 0.3677 -0.6034 1.2441 -0.251 0.217 -0.264 0.516



72
Properties=species:S:1:pos:R:3:forces:R:3:lowdin_spin:R:1 method="wB97M-V/def2-TZVPD" multiplicity=5 charge=+2 relative_energy_kcal_mol=0.0 fmax_ha_per_bohr=0.00972 homo_ev="-11.41 / -13.35" lumo_energy_ev="-5.54 / -8.38" s_squared=6.051
Ir -0.6359 -0.6159 -0.7881 0.001 0.368 0.338 1.171
Br -7.7919 -2.4239 -1.3532 -0.042 -0.019 -0.005 0.152
C -6.1600 -1.6194 -1.0942 0.076 0.019 0.003 0.242
C -6.0863 -0.2845 -0.6921 0.044 0.005 0.007 0.100
C -4.8365 0.2538 -0.5167 -0.070 -0.015 -0.007 0.145
C -3.6386 -0.4850 -0.7330 0.055 -0.018 0.023 0.164
O -2.5340 0.1422 -0.5199 -0.008 -0.017 -0.036 0.255
C -3.7110 -1.8758 -1.1544 -0.031 -0.003 -0.038 0.097
C -2.6147 -2.7347 -1.4048 -0.010 0.023 0.054 0.394
N -1.2850 -2.4097 -1.3250 0.004 -0.084 -0.109 0.307
C -0.2956 -3.3012 -1.7202 -0.003 0.009 0.028 0.007
C -0.4658 -4.5925 -2.1797 0.040 0.006 -0.023 0.091
C 0.6544 -5.3797 -2.5137 -0.040 0.033 0.013 -0.006
C 1.9306 -4.9053 -2.3950 0.020 0.028 0.010 0.076
C 2.1436 -3.5850 -1.9290 0.012 -0.032 -0.024 -0.001
C 3.4175 -3.0061 -1.7618 0.010 -0.033 -0.012 0.030
C 3.5304 -1.7221 -1.2956 -0.050 0.034 0.015 -0.008
C 2.3722 -0.9994 -1.0027 0.014 -0.044 -0.022 0.035
N 1.1586 -1.5086 -1.1577 0.030 0.009 0.031 0.000
C 1.0252 -2.7965 -1.6057 -0.018 0.020 0.026 0.010
C -4.9873 -2.3958 -1.3158 -0.009 0.022 0.006 0.207
H -6.9836 0.2924 -0.5272 0.001 0.009 0.002 0.002
H -4.7171 1.2823 -0.2006 -0.002 0.006 0.001 0.003
H -2.8552 -3.7535 -1.6700 -0.005 -0.018 0.037 0.021
H -1.4484 -5.0258 -2.2881 -0.004 -0.009 -0.012 0.007
H 0.4882 -6.3867 -2.8706 -0.004 -0.005 -0.001 -0.002
H 2.7814 -5.5213 -2.6508 0.006 -0.002 0.001 0.004
H 4.3004 -3.5854 -2.0002 0.000 -0.007 -0.008 0.001
H 4.4943 -1.2549 -1.1555 0.004 0.003 0.006 -0.001
H 2.4253 0.0155 -0.6342 0.004 -0.003 -0.006 0.002
H -5.1123 -3.4248 -1.6253 0.005 -0.003 0.000 0.004
C -1.4792 2.3277 -2.7279 0.029 0.057 0.008 0.019
As -0.1562 1.7259 -1.4560 -0.028 -0.169 -0.172 0.105
C 1.5011 2.2283 -2.3123 -0.012 0.017 -0.016 0.012
C -0.4812 2.9385 0.0389 -0.018 -0.011 0.014 0.040
C 0.2836 2.7932 1.3707 -0.006 0.011 -0.003 0.003
C 0.0420 4.1244 2.1082 0.028 0.003 0.001 0.004
C -0.3127 1.7010 2.2692 -0.049 -0.012 0.001 0.045
As -0.3320 -0.1832 1.7288 0.012 -0.224 -0.178 0.173
C -1.7760 -0.8533 2.8258 0.012 -0.005 0.008 0.031
C 1.2204 -1.0488 2.4863 -0.026 -0.026 0.031 0.027
C 1.7810 2.5676 1.1173 0.030 0.034 -0.038 0.001
As 3.0856 3.1351 2.5190 0.004 -0.008 0.004 0.001
C 3.1981 1.4933 3.5867 0.031 0.012 0.011 0.000
C 4.6460 2.7597 1.3962 -0.001 0.005 0.009 0.000
H -2.4727 2.1613 -2.3190 0.003 -0.009 0.008 0.000
H -1.3679 1.7705 -3.6560 0.007 -0.001 0.002 0.001
H -1.3305 3.3897 -2.9213 -0.017 -0.006 -0.006 0.002
H 1.4877 3.3058 -2.4765 0.012 -0.003 -0.009 0.002
H 1.5526 1.7193 -3.2738 0.008 0.003 -0.001 0.000
H 2.3690 1.9679 -1.7143 -0.008 0.001 0.001 0.000
H -1.5611 2.8849 0.2038 0.003 0.002 0.002 0.000
H -0.2701 3.9244 -0.3865 -0.004 0.000 0.021 0.005
H -1.0247 4.3521 2.1497 -0.003 -0.001 0.001 0.000
H 0.5478 4.9453 1.5976 -0.001 0.000 -0.007 0.000
H 0.4215 4.0917 3.1291 0.006 -0.008 -0.001 0.000
H -1.3634 1.9257 2.4725 0.008 -0.001 -0.007 0.001
H 0.2032 1.6972 3.2329 -0.013 0.029 0.002 0.006
H -1.6039 -0.5513 3.8588 -0.024 -0.016 0.002 0.006
H -1.8047 -1.9394 2.7628 0.002 0.001 -0.001 0.000
H -2.7218 -0.4429 2.4774 0.005 0.011 -0.012 0.000
H 1.3258 -0.7766 3.5357 0.004 -0.024 -0.028 0.005
H 2.1224 -0.7694 1.9470 -0.053 -0.020 -0.008 0.000
H 1.0725 -2.1249 2.4012 -0.003 -0.002 0.000 0.000
H 2.0864 3.1806 0.2631 -0.012 -0.001 0.023 0.000
H 1.9742 1.5202 0.8432 0.000 0.014 0.002 0.001
H 2.3005 1.3505 4.1883 0.016 0.006 -0.002 0.000
H 4.0348 1.6097 4.2749 0.002 0.003 0.003 0.000
H 3.3794 0.6149 2.9674 0.027 0.062 0.035 0.000
H 4.7292 3.5124 0.6133 0.000 0.000 0.001 0.000
H 4.5874 1.7663 0.9473 -0.004 -0.010 -0.001 0.000
H 5.5430 2.8119 2.0115 0.000 0.003 -0.002 0.000



71
Properties=species:S:1:pos:R:3:forces:R:3:mulliken_charge:R:1 method="wB97M-V/def2-TZVPD" charge=+1 fmax_ha_per_bohr=0.14104 homo_ev="-9.61 / -9.62" lumo_energy_ev="-4.55 / -4.55"
O 4.3689 2.1887 -0.6317 -1.103 -2.151 2.372 -0.600
H 5.2235 1.7743 -0.8456 -0.267 0.036 0.192 0.339
Bi 1.3568 0.5158 0.0374 -5.416 -4.804 0.434 1.459
N 0.9000 -0.2128 2.3728 0.762 -2.583 0.360 0.677
N 2.1327 -1.7783 0.6802 -0.881 -1.032 2.232 0.551
N 0.0982 2.4067 0.7092 -1.413 3.079 -0.625 0.422
N 1.5700 2.4346 -1.4199 -1.110 3.634 0.003 0.455
O 0.1108 0.4715 3.1742 -0.830 1.673 0.064 -1.129
O -0.7152 2.4292 1.8102 0.784 -0.204 -1.105 -0.572
O 2.5657 2.6107 -2.3549 0.102 -0.257 0.099 -0.639
O 2.5298 -2.5306 -0.2597 0.513 0.150 -0.447 -0.763
C 1.9373 -2.3001 1.9305 0.962 0.660 -2.833 -0.104
C 1.2172 -1.4633 2.8225 -0.783 3.222 -1.234 0.319
C -0.1194 3.4288 -0.1460 -0.810 -2.754 3.090 0.261
C 0.6840 3.4348 -1.3270 2.796 -1.935 -1.651 0.292
C 0.6986 -1.9083 4.1413 0.096 -0.088 0.424 -1.319
H -0.3766 -2.1473 4.0820 0.293 0.238 -0.031 0.179
H 0.8280 -1.1164 4.8897 -0.144 -0.148 -0.236 0.348
H 1.2204 -2.8062 4.4851 -0.145 0.218 -0.100 0.398
C 2.3679 -3.6852 2.2243 0.038 -0.446 0.099 -1.558
H 3.3630 -3.8712 1.8011 -0.275 0.014 -0.010 0.343
H 1.6742 -4.4202 1.7857 0.242 0.107 0.043 0.248
H 2.4072 -3.8581 3.3033 0.041 -0.042 -0.255 0.469
C -1.1606 4.4394 0.1697 -0.034 0.606 -0.159 -1.481
C 0.6035 4.5225 -2.3371 0.008 0.234 -0.257 -1.661
H -1.1647 4.6834 1.2389 0.014 -0.201 -0.281 0.383
H -2.1663 4.0748 -0.0968 0.313 -0.042 0.137 0.209
H -0.9808 5.3573 -0.4003 -0.081 -0.190 0.127 0.472
H 1.1088 4.2272 -3.2616 -0.090 0.081 0.305 0.385
H 1.0797 5.4383 -1.9566 -0.088 -0.204 -0.070 0.367
H -0.4433 4.7661 -2.5584 0.216 -0.066 0.097 0.461
H -0.3627 1.6284 2.3853 -0.082 -0.491 0.703 0.346
H 3.4163 2.4657 -1.7885 -0.948 -0.010 -0.716 0.537
C 3.5805 1.1561 0.4122 5.742 3.335 -1.468 -0.157
H 3.5236 0.2139 -0.1654 0.300 0.539 0.494 0.156
H 2.7617 1.8377 0.7334 1.430 0.076 0.041 0.071
H 4.2507 1.0129 1.2612 -0.120 -0.029 0.023 0.484
O 1.7413 2.2129 4.7248 -0.399 0.293 -0.541 -0.690
H 1.4440 3.1345 4.6524 0.146 -0.443 0.148 0.306
H 1.0881 1.6965 4.1994 0.299 0.054 0.355 0.423
C -2.2381 -1.4527 1.4276 0.033 0.091 0.080 -1.441
C -1.3774 -2.1099 0.3406 0.562 -0.059 -0.010 1.903
C -1.9924 -3.4171 -0.1542 -0.125 -0.258 0.029 -1.668
P -0.9162 -0.9025 -0.9979 -0.438 -0.296 0.201 -0.196
C -0.1414 -1.7861 -2.4406 0.105 -0.101 0.446 0.910
C -1.0736 -2.6641 -3.2769 0.063 -0.231 -0.276 -1.828
C 0.5767 -0.7824 -3.3568 -0.094 -0.064 -0.017 -1.337
C -2.4578 -0.0635 -1.5906 0.342 0.126 -0.130 0.672
C -3.6345 -0.9918 -1.9060 -0.333 0.003 -0.226 -1.706
C -2.8910 1.0671 -0.6379 -0.120 0.409 -0.059 -1.307
H -3.2030 -1.1035 1.0352 0.266 -0.136 0.167 0.228
H -1.7196 -0.6180 1.9188 -0.174 -0.101 -0.137 0.241
H -2.4436 -2.2032 2.2053 0.022 0.200 -0.218 0.465
H -0.3874 -2.3397 0.7883 -0.474 0.005 -0.182 -0.904
H -2.9214 -3.2489 -0.7160 0.314 -0.148 0.156 0.252
H -1.2886 -3.9903 -0.7693 -0.209 0.114 0.157 0.424
H -2.2444 -4.0342 0.7201 0.070 0.115 -0.211 0.491
H 0.6177 -2.4259 -1.9518 -0.150 0.201 -0.122 0.352
H -1.7623 -2.0560 -3.8776 0.156 -0.149 0.135 0.358
H -0.4529 -3.2389 -3.9790 -0.167 0.133 0.115 0.486
H -1.6445 -3.3882 -2.6873 0.108 0.282 -0.210 0.359
H 1.3231 -0.1697 -2.8335 -0.088 -0.093 -0.117 0.174
H 1.1001 -1.3392 -4.1462 -0.099 0.211 0.186 0.515
H -0.1453 -0.1093 -3.8422 0.211 -0.114 0.095 0.287
H -2.1244 0.4017 -2.5363 -0.080 -0.164 0.234 0.496
H -4.0758 -1.4257 -0.9988 0.189 0.139 -0.235 0.292
H -4.4178 -0.3895 -2.3885 0.121 -0.135 0.138 0.476
H -3.3798 -1.7978 -2.6020 -0.084 0.208 0.283 0.310
H -2.0911 1.4114 0.0313 -0.290 -0.187 -0.128 0.209
H -3.2061 1.9356 -1.2349 -0.045 -0.205 0.180 0.437
H -3.7498 0.7679 -0.0207 0.334 0.076 -0.147 0.364



16
Properties=species:S:1:pos:R:3:forces:R:3:nbo_charge:R:1 method="wB97M-V/def2-TZVPD" relative_energy_kcal_mol=122.9 fmax_ha_per_bohr=0.06499 homo_ev=-8.90 lumo_energy_ev=1.10
C 1.5984 -0.6944 0.9647 0.053 0.144 -0.052 -0.604
C 0.4444 -0.1037 0.1927 0.163 -0.165 -0.187 -0.085
C 0.5417 0.8168 -1.0102 -1.182 -0.851 -1.728 -0.412
C -0.1404 1.2745 0.2022 -2.195 -0.662 -0.023 -0.252
C -1.8197 0.2376 0.1543 1.823 2.149 -0.126 -0.037
N -1.7696 -0.5934 -0.9764 1.104 0.733 -1.016 -0.549
C -0.8867 -0.8981 0.1737 0.118 -0.077 -0.280 -0.089
H 1.2939 -0.9057 1.9990 0.048 0.054 -0.196 0.212
H 2.4573 -0.0181 0.9997 -0.107 -0.046 -0.016 0.217
H 1.9308 -1.6413 0.5178 -0.084 0.200 0.040 0.213
H 1.4277 1.1410 -1.5538 0.182 0.230 0.985 0.248
H -0.1841 0.5256 -1.9000 1.835 0.934 1.274 0.148
H -0.0351 2.2012 0.7868 0.122 -0.762 -0.308 0.232
H -2.7215 0.6557 0.6135 0.419 -0.505 -0.089 0.218
H -1.1778 -0.1150 -1.8078 -2.123 -1.691 1.950 0.332
H -0.9592 -1.8829 0.6437 -0.175 0.313 -0.229 0.208



14
Properties=species:S:1:pos:R:3:forces:R:3:nbo_charge:R:1 method="wB97M-V/def2-TZVPD" relative_energy_kcal_mol=79.6 fmax_ha_per_bohr=0.03362 homo_ev=-8.17 lumo_energy_ev=0.16
C 2.1772 -0.0952 0.3438 -0.164 0.029 0.026 -0.410
N 1.3189 0.3348 -0.7667 -0.626 0.448 -0.087 -0.596
C -0.0766 0.3651 -0.6329 -0.788 0.053 0.244 0.310
N -0.9646 0.7607 -1.5250 -1.059 -1.033 0.266 -0.217
N -2.5726 0.2043 -0.6229 1.552 0.002 -0.259 -0.501
C -2.0047 -0.3700 0.4196 0.454 0.166 0.278 0.058
C -0.6642 -0.1525 0.5626 0.176 -0.307 0.600 -0.464
H 1.7955 -1.0267 0.7714 0.001 0.179 -0.119 0.215
H 3.1927 -0.3035 -0.0176 -0.371 0.159 -0.154 0.210
H 2.2589 0.6470 1.1510 -0.088 -0.089 -0.144 0.183
H 1.7663 0.9511 -1.4303 -0.387 -0.080 -0.013 0.397
H -3.5053 -0.2081 -0.8494 1.257 0.676 -0.975 0.389
H -2.5351 -1.0539 1.0803 -0.297 0.473 0.097 0.206
H -0.1864 -0.0531 1.5162 0.342 -0.676 0.241 0.221



43
Properties=species:S:1:pos:R:3:forces:R:3:nbo_charge:R:1 method="wB97M-V/def2-TZVPD" relative_energy_kcal_mol=17.6 fmax_ha_per_bohr=0.02477 smiles="CCCCNC(=O)CSc1nnc(Cc2ccc(Cl)c(Cl)c2)c(=O)[nH]1" homo_ev=-9.16 lumo_energy_ev=-0.39
C -0.8796 -2.3114 -2.4161 0.151 -0.230 0.141 -0.617
C -0.5227 -3.4739 -1.4958 -0.259 -0.088 -0.053 -0.398
C -1.6016 -3.8224 -0.4686 0.289 0.100 0.110 -0.401
C -1.7970 -2.7763 0.6327 -0.122 -0.347 0.077 -0.232
N -2.6708 -1.6972 0.2312 0.404 -0.157 -0.293 -0.633
C -3.8147 -1.4126 0.8666 -0.148 0.406 -0.383 0.658
O -4.2621 -2.0227 1.8130 -0.265 -0.150 0.372 -0.625
C -4.5493 -0.2016 0.2760 0.224 0.094 0.153 -0.604
S -3.9707 1.3557 1.0209 -0.259 0.017 0.222 0.309
C -2.5110 1.6611 0.1267 0.108 -0.218 -0.337 0.275
N -2.1370 0.8584 -0.8234 -1.049 -0.026 0.524 -0.391
N -0.9935 1.0888 -1.4702 1.036 0.457 -0.584 -0.199
C -0.2431 2.0966 -1.1839 -0.105 0.091 -0.140 0.128
C 1.0812 2.2320 -1.8672 -0.025 -0.001 0.172 -0.463
C 2.0919 1.5219 -0.9997 0.198 0.024 -0.026 -0.015
C 2.9279 2.2272 -0.1455 0.016 -0.100 -0.032 -0.147
C 3.8163 1.5558 0.6752 0.006 -0.117 0.017 -0.225
C 3.8698 0.1706 0.6598 -0.091 0.014 -0.072 -0.075
Cl 4.9779 -0.6601 1.6862 0.099 0.053 0.098 0.033
C 3.0214 -0.5414 -0.1844 0.060 0.129 0.069 -0.050
Cl 3.0609 -2.2640 -0.2056 -0.048 -0.145 -0.080 0.030
C 2.1381 0.1340 -1.0088 0.132 0.072 0.085 -0.231
C -0.5869 3.0801 -0.1462 -0.402 -0.099 0.201 0.612
O 0.0515 4.0546 0.1717 0.161 0.070 -0.043 -0.575
N -1.7969 2.7653 0.4733 0.007 -0.050 -0.016 -0.585
H -1.8668 -2.4570 -2.8495 -0.138 0.046 -0.082 0.203
H -0.1610 -2.2527 -3.2313 0.042 0.121 -0.094 0.211
H -0.8648 -1.3586 -1.8942 -0.009 0.144 -0.042 0.204
H -0.3498 -4.3613 -2.1096 0.090 -0.007 0.018 0.201
H 0.4106 -3.2532 -0.9737 0.057 -0.068 -0.001 0.201
H -1.3190 -4.7606 0.0127 -0.042 -0.053 0.011 0.210
H -2.5559 -3.9848 -0.9735 -0.067 -0.071 0.024 0.202
H -0.8258 -2.3648 0.9297 -0.020 -0.051 0.060 0.190
H -2.2655 -3.2375 1.5055 0.143 0.098 -0.068 0.237
H -2.3672 -1.0891 -0.5202 -0.258 0.038 0.209 0.432
H -4.4199 -0.1170 -0.8007 -0.091 -0.026 -0.004 0.254
H -5.6035 -0.2595 0.5444 0.090 -0.004 -0.017 0.260
H 1.0292 1.7641 -2.8494 -0.055 0.076 0.007 0.244
H 1.3340 3.2881 -1.9547 0.035 -0.043 -0.092 0.244
H 2.8799 3.3046 -0.1146 -0.013 0.123 -0.011 0.222
H 4.4711 2.1016 1.3356 0.075 0.021 0.075 0.232
H 1.4797 -0.4245 -1.6556 -0.081 -0.114 -0.077 0.238
H -2.1232 3.3743 1.2164 0.124 -0.026 -0.096 0.433